1.
Below is the ion C16H34N5S2 with charge +1, with properties calculated with ωB97M-V with the def2-TZVPD basis set.

Calculated values
Calculated total energy: -1700.0234 Eh
E_LUMO: -2.0 eV
Energy relative to the best compared isomer or geometry (same formula, charge and spin): 8.6 kcal/mol
Charge: +1
Gap between HOMO and LUMO: 9.457 eV

Positions of all 57 atoms, in Å:
C  -3.2163  -0.2981  1.7003
H  -2.3132  -0.1178  1.1209
H  -3.3354  -1.3694  1.8526
C  -4.4445  0.2906  1.0141
H  -4.2724  1.3488  0.8108
C  -4.8360  -0.4136  -0.2864
C  -3.8124  -0.2666  -1.4090
N  -2.6726  -1.1366  -1.1917
C  -1.4355  -0.9162  -1.6011
N  -0.4516  -1.7794  -1.4206
H  0.4950  -1.4841  -1.7033
C  -0.4686  -2.9918  -0.6296
H  -1.4784  -3.3866  -0.5149
H  0.1206  -3.7339  -1.1714
C  0.1529  -2.7281  0.7547
N  1.4349  -2.0808  0.5868
C  1.8332  -1.2072  1.6767
H  1.0865  -0.4117  1.7584
C  3.2166  -0.6089  1.3319
N  3.3974  -0.6936  -0.1054
C  2.7899  0.1800  -0.9429
S  2.1972  -0.3175  -2.4458
N  2.7054  1.4584  -0.5729
H  0.2466  0.3798  -2.5395
C  2.1757  2.5510  -1.3589
C  0.9319  3.1629  -0.7124
H  0.1819  2.3845  -0.5563
H  0.5151  3.8894  -1.4108
C  1.2283  3.8602  0.6148
C  -0.0115  4.5538  1.1657
H  -0.8106  3.8353  1.3364
H  0.2146  5.0453  2.1080
H  -0.3696  5.3045  0.4662
H  2.0175  4.5998  0.4662
H  1.5832  3.1327  1.3499
H  1.9397  2.1740  -2.3556
H  2.9525  3.3153  -1.4553
H  3.1471  1.7354  0.2910
C  3.5842  -2.0799  -0.4944
H  3.4886  -2.1564  -1.5766
H  4.5975  -2.3777  -0.2143
C  2.5345  -2.9568  0.2189
H  2.1826  -3.7347  -0.4561
H  2.9686  -3.4487  1.1028
H  3.2959  0.4107  1.7055
H  4.0166  -1.1916  1.7918
H  1.8885  -1.7324  2.6434
H  0.2159  -3.6765  1.3087
H  -0.4973  -2.0506  1.3141
S  -1.1178  0.5776  -2.4293
H  -2.8903  -2.0172  -0.7448
H  -4.2751  -0.5211  -2.3689
H  -3.4607  0.7660  -1.4640
H  -5.7744  0.0160  -0.6381
H  -5.0166  -1.4741  -0.0943
H  -5.2908  0.2229  1.6989
H  -3.0851  0.1643  2.6751

Results of the natural (NBO) charge analysis, in e, for atoms 1 through 2:
1. C -0.6127
2. H 0.1895

---

2.
Below is a cluster of 5 separate species, C16H34N7O6 in total at a distorted geometry, with properties calculated with ωB97M-V with the def2-TZVPD basis set.

Calculated values
Calculated total energy: -1464.4713 Eh
E_LUMO: -3.4 eV
Charge: +1
Gap between HOMO and LUMO: 6.973 eV

Positions of all 63 atoms, in Å:
O  1.4248  -0.2679  1.4522
N  0.5586  -1.0250  1.5937
O  -0.6366  -0.6553  0.8680
C  -0.4328  -0.3966  -0.5230
C  0.3306  -1.4890  -1.2032
C  0.9600  -1.4601  -2.4046
N  1.4847  -2.7197  -2.5954
C  1.1933  -3.4992  -1.5638
N  0.4863  -2.7666  -0.7121
H  -1.4261  -0.2818  -0.9691
H  0.0820  0.5529  -0.6925
H  1.0516  -0.6671  -3.1280
H  2.0092  -3.0474  -3.3920
H  1.4635  -4.5295  -1.4055
H  0.1124  -3.0646  0.1795
C  -0.4526  -1.5447  -5.5154
O  -0.6899  -0.6501  -4.7195
N  -0.8142  -1.5343  -6.8027
C  -0.5127  -2.6270  -7.7084
C  -1.5410  -0.3751  -7.3054
H  0.0899  -2.4692  -5.2332
H  0.1027  -2.2755  -8.5372
H  -1.4325  -3.0526  -8.1110
H  0.0288  -3.4076  -7.1773
H  -0.9454  0.5281  -7.1788
H  -2.4722  -0.2463  -6.7550
H  -1.7586  -0.5226  -8.3594
C  1.4497  3.9873  4.7498
O  1.0683  5.0006  5.3006
N  1.1585  3.6747  3.4661
C  1.6288  2.4524  2.8529
C  0.3506  4.6025  2.6966
H  2.0725  3.2284  5.2505
H  2.2570  2.6794  1.9872
H  0.7757  1.8526  2.5242
H  2.2124  1.8857  3.5768
H  0.8380  5.5758  2.6360
H  -0.6216  4.7469  3.1697
H  0.2105  4.2057  1.6930
C  -3.9459  1.1776  -1.8564
O  -2.7656  0.8535  -1.8484
N  -4.7358  1.1885  -0.7763
C  -6.1302  1.5885  -0.8430
C  -4.1746  0.7892  0.5042
H  -4.4542  1.4981  -2.7778
H  -6.3092  2.4510  -0.2000
H  -6.7766  0.7708  -0.5218
H  -6.3855  1.8559  -1.8658
H  -3.3401  1.4378  0.7727
H  -3.8053  -0.2362  0.4559
H  -4.9437  0.8573  1.2683
C  3.8151  0.2034  5.9366
O  3.7786  1.1622  5.1871
N  3.8372  -1.0810  5.5346
C  3.8849  -2.1822  6.4757
C  3.8174  -1.3593  4.1111
H  3.8402  0.3152  7.0323
H  4.7843  -2.7809  6.3214
H  3.0111  -2.8263  6.3585
H  3.8962  -1.7938  7.4915
H  4.6784  -0.9036  3.6206
H  2.9164  -0.9478  3.6547
H  3.8430  -2.4362  3.9600

Results of the natural (NBO) charge analysis, in e, for atoms 1 through 2:
1. O -0.2159
2. N 0.3800

---

3.
Below is a structure of composition C16H34NO8S2 at a distorted geometry, with properties calculated with ωB97M-V with the def2-TZVPD basis set.

Calculated values
Calculated total energy: -2083.1225 Eh
E_LUMO: 2.4 eV
Charge: -1
Gap between HOMO and LUMO: 7.564 eV

Positions of all 61 atoms, in Å:
C  -3.5083  0.6662  -3.4566
C  -2.5751  -0.4227  -4.0065
C  -1.2093  -0.4394  -3.3016
C  -0.7351  -1.8003  -2.7692
C  -1.8034  -2.6668  -2.1269
C  -2.4268  -2.0025  -0.8859
C  -1.6444  -2.3564  0.3608
C  -2.4142  -2.1527  1.6535
S  -2.5350  -0.4377  2.2125
O  -3.9319  -0.1242  2.2903
O  -1.8426  -0.3572  3.4712
N  -1.7605  0.3285  1.0149
S  -1.2935  1.8027  1.3883
O  0.0273  1.8593  1.9383
O  -2.2779  2.5830  2.0760
H  -3.1700  1.0359  -2.4992
H  -4.5227  0.3184  -3.3135
H  -3.5300  1.5261  -4.1125
H  -2.3961  -0.1684  -5.0439
H  -3.0552  -1.3893  -4.0126
H  -1.1647  0.2697  -2.4878
H  -0.4697  -0.1146  -4.0254
H  -0.1920  -2.3759  -3.5127
H  -0.0099  -1.5891  -1.9873
H  -1.3167  -3.5862  -1.8154
H  -2.5625  -2.9846  -2.8312
H  -2.3772  -0.9377  -1.0530
H  -3.4650  -2.3007  -0.8078
H  -1.3353  -3.3924  0.3562
H  -0.7315  -1.7821  0.4024
H  -1.8402  -2.6327  2.4288
H  -3.4044  -2.5700  1.5805
H  -1.1953  2.3091  0.1382
O  0.9938  6.7356  -1.6356
C  1.4665  6.3192  -0.6121
O  2.5172  5.4800  -0.6789
C  3.2699  5.0719  0.4699
C  2.6204  3.9194  1.2049
C  0.8652  6.6572  0.7331
H  3.4575  5.9254  1.1246
H  4.2369  4.7659  0.0722
H  1.6404  4.1825  1.5981
H  3.2448  3.5983  2.0392
H  2.4724  3.0739  0.5350
H  0.0220  5.9917  0.9143
H  0.5035  7.6816  0.6933
H  1.5594  6.5839  1.5660
O  0.0238  -4.1478  2.2003
C  1.1903  -3.8708  2.1803
O  1.6323  -3.0291  1.2273
C  2.9472  -2.4774  1.2068
C  3.9448  -3.4141  0.5552
C  2.1714  -4.4891  3.1516
H  3.2522  -2.1741  2.2091
H  2.8582  -1.5655  0.6196
H  4.0412  -4.3492  1.1079
H  4.9277  -2.9447  0.5005
H  3.6186  -3.6650  -0.4542
H  2.4546  -5.4732  2.7804
H  1.6688  -4.6039  4.1082
H  3.0682  -3.8977  3.3202

Results of the natural (NBO) charge analysis, in e, for atoms 1 through 2:
1. C -0.6069
2. C -0.4107